(1)
# C4H5NO2

A structure of composition C4H5NO2 (the ωB97M-V functional and the def2-TZVPD basis, the Open Molecules 2025 dataset).

```
12
C4H5NO2 the ωB97M-V functional and the def2-TZVPD basis
O 2.363 0.625 1.911
C 2.167 0.194 0.803
C 0.789 0.157 0.187
O 0.562 0.540 -1.054
N -0.147 -0.323 0.912
C -1.287 -0.692 0.053
C -1.207 0.457 -0.886
H 2.972 -0.254 0.189
H -2.172 -0.798 0.699
H -1.118 -1.655 -0.455
H -1.295 0.384 -1.947
H -1.625 1.365 -0.414
```

- HOMO energy: -9.68 eV
- Gap between HOMO and LUMO: 10.3 eV
- LUMO level: 0.02161 Eh
- Spin multiplicity: 1
- Net charge: 0



(2)
# C4H5NO2

The molecule C4H5NO2 (the ωB97M-V functional and the def2-TZVPD basis, the Open Molecules 2025 dataset).

```
12
C4H5NO2 the ωB97M-V functional and the def2-TZVPD basis
O 1.101 0.083 2.206
C -0.015 0.500 2.025
C -0.570 0.790 0.633
O -1.431 1.626 0.455
N 0.115 0.163 -0.338
C -0.035 0.013 -1.710
C 0.503 -1.143 -0.665
H -0.698 0.792 2.839
H 0.730 0.342 -2.398
H -1.063 0.227 -2.077
H -0.144 -2.008 -0.702
H 1.507 -1.385 -0.267
```

- HOMO energy: -9.92 eV
- Gap between HOMO and LUMO: 9.7 eV
- LUMO level: -0.00690 Eh
- Spin multiplicity: 1
- Net charge: 0



(3)
# C4H5NO2

The molecule C4H5NO2 (the ωB97M-V functional and the def2-TZVPD basis, the Open Molecules 2025 dataset).

```
12
C4H5NO2 the ωB97M-V functional and the def2-TZVPD basis
C 0.294 -1.426 0.099
C 2.843 -0.257 0.043
C -0.074 -0.042 -0.236
C 0.793 1.125 0.335
N 0.024 -2.622 0.006
O 3.892 -0.727 -0.080
O 2.265 0.902 -0.065
H 0.039 -0.109 -1.360
H -1.136 0.180 0.082
H 0.716 2.239 -0.107
H 0.532 1.170 1.449
H -0.919 -2.876 -0.192
```

- HOMO energy (spin up / spin down): -7.37 / -7.34 eV
- Gap between HOMO and LUMO (spin up / spin down): 7.7 / 7.9 eV
- LUMO level (spin up / spin down): 0.01131 / 0.02083 Eh
- Spin multiplicity: 1
- Net charge: 0



(4)
# C4H5NO2

A structure of composition C4H5NO2 (the ωB97M-V functional and the def2-TZVPD basis, the Open Molecules 2025 dataset).

```
12
C4H5NO2 the ωB97M-V functional and the def2-TZVPD basis
C 0.395 0.154 -0.234
C -1.124 0.104 0.101
C -1.998 -0.873 0.018
C 0.948 1.532 -0.069
H 2.719 -1.626 0.016
H -1.762 1.049 0.964
H -1.880 -2.028 -0.801
H -3.118 -0.589 0.345
H 2.001 1.490 -0.468
N 1.110 -0.897 -0.111
O 2.513 -0.720 0.244
O 0.196 2.403 -0.005
```

- HOMO energy: -9.62 eV
- Gap between HOMO and LUMO: 9.2 eV
- LUMO level: -0.01455 Eh
- Spin multiplicity: 1
- Net charge: 0



(5)
# C4H5NO2

The molecule C4H5NO2 (the ωB97M-V functional and the def2-TZVPD basis, the Open Molecules 2025 dataset).

```
12
C4H5NO2 the ωB97M-V functional and the def2-TZVPD basis
O 1.124 2.365 -0.106
C 1.171 1.196 -0.207
N 1.496 0.015 -0.340
C 0.505 -1.020 -0.620
C -0.855 -0.622 -0.050
C -0.763 0.612 0.719
O -1.016 -0.625 1.363
H 0.841 -1.987 -0.236
H 0.432 -1.087 -1.709
H -1.766 -0.954 -0.552
H 0.309 0.666 1.041
H -1.478 1.440 0.697
```

- HOMO energy: -9.93 eV
- Gap between HOMO and LUMO: 10.8 eV
- LUMO level: 0.03081 Eh
- Spin multiplicity: 1
- Net charge: 0



(6)
# C4H5NO2

The molecule C4H5NO2 (the ωB97M-V functional and the def2-TZVPD basis, the Open Molecules 2025 dataset).

```
12
C4H5NO2 the ωB97M-V functional and the def2-TZVPD basis
O 1.398 0.164 -0.615
C 1.640 -1.127 -0.488
C 0.724 0.608 0.551
C -0.500 1.369 0.220
N -0.566 0.022 0.730
C -1.178 -1.037 0.051
O -2.137 -0.893 -0.668
H 1.577 -1.449 -1.543
H 1.361 0.739 1.421
H -0.705 1.489 -0.844
H -0.848 2.148 0.889
H -0.766 -2.033 0.296
```

- HOMO energy: -9.29 eV
- Gap between HOMO and LUMO: 9.1 eV
- LUMO level: -0.00673 Eh
- Spin multiplicity: 1
- Net charge: 0



(7)
# C4H5NO2

The molecule C4H5NO2 (the ωB97M-V functional and the def2-TZVPD basis, the Open Molecules 2025 dataset).

```
12
C4H5NO2 the ωB97M-V functional and the def2-TZVPD basis
O -1.490 -1.027 1.864
C -0.827 -0.489 1.008
N -1.155 -0.384 -0.341
C -0.024 -0.018 -1.156
C 0.905 0.646 -0.204
O 0.407 1.578 0.750
C 0.518 0.206 1.143
H -2.113 -0.499 -0.641
H -0.296 0.358 -2.137
H 1.043 -0.726 -1.489
H 1.836 0.371 -0.760
H 1.196 -0.015 1.964
```

- HOMO energy: -9.77 eV
- Gap between HOMO and LUMO: 10.5 eV
- LUMO level: 0.02593 Eh
- Spin multiplicity: 1
- Net charge: 0



(8)
# C4H5NO2

The molecule C4H5NO2 (the ωB97M-V functional and the def2-TZVPD basis, the Open Molecules 2025 dataset).

```
12
C4H5NO2 the ωB97M-V functional and the def2-TZVPD basis
O 0.868 -1.489 1.896
C 0.374 -0.811 1.038
N -0.304 0.428 1.261
C -0.247 1.187 0.000
C 0.001 0.165 -1.106
O 1.328 -0.362 -1.156
C 0.330 -1.094 -0.454
H -1.265 0.172 1.477
H 0.577 1.904 0.073
H -1.172 1.743 -0.164
H -0.504 0.231 -2.066
H 0.014 -2.073 -0.800
```

- HOMO energy: -9.76 eV
- Gap between HOMO and LUMO: 10.4 eV
- LUMO level: 0.02431 Eh
- Spin multiplicity: 1
- Net charge: 0



(9)
# C4H5NO2

A structure of composition C4H5NO2 (the ωB97M-V functional and the def2-TZVPD basis, the Open Molecules 2025 dataset).

```
12
C4H5NO2 the ωB97M-V functional and the def2-TZVPD basis
N 0.447 1.282 1.009
C 0.180 0.229 0.107
C -1.187 0.122 -0.561
C -0.664 -1.021 0.212
O 0.260 -1.763 -0.618
C 1.136 -0.690 -0.616
O 2.269 -0.672 -0.986
H 0.584 2.150 0.504
H 1.273 1.104 1.569
H -1.920 0.739 -0.046
H -1.288 0.052 -1.640
H -1.089 -1.532 1.066
```

- HOMO energy: -9.73 eV
- Gap between HOMO and LUMO: 10.6 eV
- LUMO level: 0.03326 Eh
- Spin multiplicity: 1
- Net charge: 0



(10)
# C4H5NO2

The molecule C4H5NO2 (the ωB97M-V functional and the def2-TZVPD basis, the Open Molecules 2025 dataset).

```
12
C4H5NO2 the ωB97M-V functional and the def2-TZVPD basis
N -0.328 -1.602 -0.499
C -0.176 -0.343 0.092
C -0.408 0.858 -0.813
C 0.954 0.551 -0.222
O 1.049 1.154 1.062
C 0.012 0.391 1.649
O -0.383 0.559 2.764
H -1.194 -1.857 -0.953
H 0.192 -2.373 -0.113
H -0.709 0.672 -1.851
H -0.869 1.731 -0.375
H 1.861 0.261 -0.740
```

- HOMO energy: -9.28 eV
- Gap between HOMO and LUMO: 10.2 eV
- LUMO level: 0.03206 Eh
- Spin multiplicity: 1
- Net charge: 0



Max |F|
In order: 2.791, 1.418, 4.593, 6.039, 2.644, 1.007, 3.899, 0.594, 0.664, 1.966
Unit: eV Å⁻¹
Total energy
In order: -9811.580, -9811.317, -9809.047, -9807.239, -9810.931, -9809.135, -9811.058, -9812.382, -9812.467, -9811.742
Unit: eV
Relative energy (zero: lowest compared OMol25 entry of this formula, charge and spin)
In order: 63.07, 69.12, 121.48, 163.17, 78.02, 119.44, 75.10, 44.58, 42.61, 59.32
Unit: kcal/mol